1.
6
Properties=species:S:1:pos:R:3:forces:R:3:nbo_charge:R:1 method="wB97M-V/def2-TZVPD" gap_ha=0.3424 homo_energy_ev=-9.422 total_charge=0
Br 1.881974 -0.973402 0.163490 1.5706 -1.4316 -0.5074 0.264
N -0.799551 -0.458883 -0.338536 1.2758 1.8707 1.2373 -0.656
H -1.185941 -0.890785 0.531188 0.0390 0.6436 -0.9415 0.359
H -1.444791 0.358386 -0.643560 1.5755 -1.3784 1.1580 0.363
Cl 0.961597 1.757088 -0.188522 -0.1987 -0.0784 -0.2766 0.124
N 0.586714 0.207595 0.475938 -4.2623 0.3741 -0.6699 -0.453

2.
181
Properties=species:S:1:pos:R:3:forces:R:3:lowdin_charge:R:1 method="wB97M-V/def2-TZVPD" gap_ha=0.3154 homo_energy_ev=-9.621 total_charge=0
B 15.029414 14.063772 20.779169 -0.9335 0.3206 1.4960 -1.399
H 8.639094 7.823691 15.922825 -0.4141 -0.4111 0.1922 0.109
H 11.544876 13.490483 14.779134 -0.1837 -0.4845 0.3511 0.119
H 12.104400 9.210496 19.964301 -0.2178 -0.7838 0.2539 0.093
C 10.598546 7.836586 16.788190 -2.9487 -1.4601 0.3411 -0.031
F 13.792290 18.271337 20.850062 3.0188 2.3547 -0.0557 0.292
N 9.070277 9.337373 10.882739 -1.1838 -0.2683 -0.1029 -0.352
O 13.047865 12.614351 19.044439 0.3656 2.0323 -1.5895 0.043
C 9.907175 9.523854 20.169173 -0.2252 -0.3575 -0.8006 -0.065
H 18.907811 17.500108 18.709466 -0.0200 0.0127 -0.0964 0.086
O 16.366740 17.266933 17.681154 0.9048 -0.5439 0.4204 0.033
H 16.364345 10.264873 13.187373 -0.0512 -0.1972 0.4423 0.093
H 12.611267 10.455305 8.280425 0.0422 -0.3115 -0.0254 0.063
C 11.780820 8.366712 16.600370 4.3084 0.9023 1.9619 -0.188
H 16.495668 12.857592 13.407028 -0.1433 0.6658 0.1561 0.112
F 15.520125 12.937281 21.261200 1.4019 -2.3165 0.3389 0.239
C 19.624846 12.785999 18.145678 0.4515 0.3081 1.3328 -0.134
H 21.241064 12.485183 13.161955 -0.3347 0.1065 -0.0055 0.083
N 19.391497 12.030009 19.430089 0.2130 -0.8894 -0.9842 -0.309
H 9.616659 8.633715 20.732500 -0.1544 0.0817 -0.1320 0.091
C 18.524722 10.103780 15.653523 -1.1973 0.1833 0.4355 -0.057
O 18.459301 12.186774 12.937240 0.6961 0.8957 -0.1841 0.084
C 18.330339 8.358933 17.343428 -0.2376 0.4510 -0.4194 -0.054
C 18.237599 18.921574 13.858517 0.6488 -0.4340 0.2970 -0.062
C 9.530377 17.179726 16.807841 1.4922 1.3893 -0.0154 0.068
H 8.455110 15.463818 20.615046 0.4221 0.2364 -0.3960 0.117
H 8.950945 13.635386 9.452645 -0.2089 -0.0080 -0.1589 0.112
O 14.608992 10.458619 12.214577 0.1279 -0.1013 0.7176 -0.015
H 17.635417 12.436092 17.515557 -0.1931 0.1383 -0.0076 0.114
C 11.340468 9.803862 20.431109 0.4134 2.4688 -0.4628 -0.109
H 16.900871 20.749058 11.363319 0.0151 -0.2156 -0.0834 0.126
H 14.894734 11.080123 17.996542 -0.0615 -0.4151 0.6275 0.078
H 16.183179 19.576081 17.360763 -0.4576 -0.1823 -0.2412 0.108
H 20.836424 12.111356 11.445927 -0.3280 0.3171 0.3326 0.098
O 9.448005 12.569434 17.936783 -3.0235 -1.7330 -0.1619 0.055
H 19.962152 7.062949 17.562586 0.5871 0.0612 -0.2430 0.122
O 13.997315 8.366808 17.380219 -1.6399 0.0379 0.3224 0.038
C 15.303441 10.107860 13.424382 1.1948 0.5909 -0.2021 -0.026
C 17.198434 19.903383 11.968442 0.3448 0.9584 0.5157 -0.009
C 21.127098 13.901735 16.722413 0.9574 0.1291 0.3420 -0.069
H 9.719373 9.380129 19.094906 -0.0277 -0.1101 0.2950 0.068
O 7.869137 9.240391 10.659840 0.4732 -0.3258 0.2519 0.072
H 20.225318 14.626804 14.924652 0.1254 0.1105 0.3153 0.108
H 18.839109 19.012977 14.751878 0.0128 0.0733 0.1270 0.105
H 12.735047 11.995943 10.418249 0.2303 -0.3314 0.1394 0.101
C 19.791426 9.679947 15.366305 0.2937 1.0235 -0.9541 -0.016
H 18.157147 10.942617 15.059068 -0.2804 -0.2946 0.3866 0.088
H 17.711401 7.847275 18.065947 0.1441 -0.0851 0.1175 0.113
H 21.806855 13.560667 11.842395 -0.2753 -0.4510 0.2181 0.096
H 19.242807 15.764120 18.640445 -0.0109 -0.1072 0.1058 0.076
H 10.314814 13.720480 12.582745 -0.0536 -0.0792 0.2293 0.085
H 14.867482 20.130871 16.296988 -0.3109 -0.6535 0.2200 0.103
H 14.270078 16.781197 13.113469 -0.2272 0.0850 0.3489 0.072
C 11.050576 10.694843 10.797333 0.0230 -0.5527 -0.0087 -0.006
H 16.955523 15.274817 17.834113 0.0994 0.2765 -0.0728 0.105
C 17.786454 9.433399 16.654438 0.0050 0.4261 -0.5549 -0.049
H 9.919059 17.767589 17.636842 -0.4914 -0.1026 0.3616 0.105
H 9.333795 10.386018 20.491886 -0.2227 0.0103 0.1858 0.084
F 14.967553 14.235906 19.431733 1.0586 0.2067 -2.8207 0.125
C 11.677096 11.821054 10.335610 -0.2315 1.2446 0.2313 -0.072
F 13.725487 13.997468 14.947336 -0.2464 0.7288 -0.2127 0.191
O 14.435575 16.466600 18.510654 -0.4548 -0.9557 0.8184 0.050
H 21.661553 13.030578 18.660018 0.2250 0.1153 -0.1265 0.119
O 21.944102 7.061272 16.209324 0.4052 1.0159 -0.7997 0.068
H 13.451328 17.982646 12.177483 -0.0878 0.0292 0.5157 0.084
C 13.697032 17.712254 13.223392 0.2374 -0.4385 -0.8632 -0.063
H 15.451379 11.761211 19.524744 -0.5558 -0.8055 0.1738 0.079
H 18.120482 16.748673 14.022062 0.2413 -0.2203 0.5245 0.100
H 18.900135 16.605097 17.133516 0.1680 0.2155 0.4211 0.075
O 19.860536 13.874284 12.246765 0.0941 -1.5736 0.4973 -0.021
H 20.396012 10.142579 14.579751 -0.3099 -0.1878 0.3866 0.126
C 15.412776 19.243493 16.644742 0.1988 0.0490 0.4483 0.013
H 13.235657 9.605630 15.749804 -0.5118 0.2228 -0.3910 0.117
F 13.555886 14.352692 17.359359 0.8323 -0.2894 -1.2885 -0.170
C 15.001457 10.857367 19.075775 0.0791 -0.1014 -0.4113 0.039
H 11.441200 13.795146 9.695511 -0.3171 0.3277 -0.3305 0.110
C 12.197420 9.277892 15.697232 -1.1299 0.6803 -1.6866 0.039
C 14.823795 9.544105 11.262335 -0.5181 -0.2593 1.4046 -0.642
H 9.122274 9.355025 14.199488 0.0644 0.2346 -0.3099 0.107
F 12.310589 17.333733 19.452985 -0.7390 0.4509 -0.4707 0.041
H 8.663552 17.669134 16.379566 -0.0532 -0.3614 -0.1597 0.100
C 8.916891 11.566654 9.995332 -0.5826 -0.1485 0.3473 -0.004
H 8.451713 11.240780 16.568818 -0.0407 0.2267 0.2684 0.085
O 9.699380 13.039281 15.827902 0.8063 -0.2671 -1.9788 0.020
C 11.738159 16.841907 16.173042 3.0174 0.1228 1.6518 -0.580
O 13.629148 10.547879 19.623483 3.1856 -0.0264 -1.0368 0.021
C 9.866386 13.225506 13.450341 -0.4452 -0.1337 -0.2130 -0.045
H 11.656278 16.942565 13.553065 0.3859 -0.2968 0.1570 0.122
C 9.926007 9.109137 14.872269 -0.4843 -0.7081 0.4360 -0.075
H 15.165131 9.063778 13.683153 -0.2409 0.0121 0.1108 0.099
H 9.439199 16.157314 17.157806 -0.0434 -0.1234 -0.4730 0.083
F 14.418870 12.339250 16.260746 -0.4177 -0.7880 0.3948 0.185
O 10.632070 17.377179 15.805795 -2.5372 -0.4596 -0.4513 0.025
N 12.827884 7.983838 17.596199 2.9969 0.2824 -1.9705 -0.317
H 13.145791 9.059432 7.259454 0.0609 0.6415 0.0722 0.094
O 14.504248 18.283279 17.284379 -0.2665 1.9328 -0.6663 0.049
C 17.197211 16.226981 18.319734 -1.3418 -0.5888 0.6087 -0.149
H 15.030693 10.802156 14.217618 -0.3503 -0.0598 -0.1520 0.084
C 9.693121 10.593879 10.561516 0.5318 -0.3390 -0.0405 -0.171
O 22.270499 8.776768 14.871099 -0.3195 -0.9644 0.9314 0.058
H 16.822255 16.128500 19.344491 0.2965 0.1312 -0.0491 0.128
H 16.023547 14.630980 13.506953 -0.2118 -0.5198 -0.1467 0.120
N 15.972510 18.418392 10.464984 0.2800 0.0256 0.4687 -0.335
O 14.174820 9.955753 10.216227 -0.5096 0.5682 -0.9297 0.009
H 15.967307 12.727200 11.099029 0.0156 -0.0507 -0.1053 0.087
C 20.988948 12.906592 12.188404 -0.0754 1.1989 -0.4845 -0.004
C 16.787970 18.638701 11.701914 -1.2367 -1.4581 -2.1903 -0.165
O 15.395081 8.502321 11.417019 0.3802 -0.2470 -0.3382 0.147
O 15.996131 19.349116 9.695739 -0.6507 -0.1613 -0.7895 0.083
H 15.916944 18.744277 15.823409 -0.0475 0.0637 -0.1725 0.075
C 18.668885 13.352604 12.638752 1.2995 -1.3370 -0.6120 -0.621
C 18.007420 20.054744 13.083644 -0.3649 -0.5144 0.5649 -0.051
C 15.063168 17.279964 17.892774 1.1543 -0.0210 -0.5965 -0.580
C 10.471512 13.678638 14.720067 0.3350 0.7460 1.6932 -0.142
H 22.162964 14.095300 16.431186 -0.4792 0.4100 -0.0108 0.118
O 10.592077 15.543623 19.310674 -2.3519 1.0402 -0.2303 -0.106
C 10.893792 12.883569 9.874333 0.4005 -0.3973 0.4484 -0.060
F 12.966250 16.234494 21.190711 0.0500 -1.3118 -0.5042 0.079
O 20.329881 11.905319 20.213667 -1.3276 0.2901 -0.5743 0.076
Hf 12.648124 15.020961 19.122754 1.0966 -0.5901 0.1307 2.178
N 21.619112 8.123980 15.688032 0.1959 -0.2116 -0.0807 -0.328
C 20.285050 8.636928 16.069313 1.4954 -1.5261 0.2593 -0.162
C 12.408588 17.576051 14.033809 1.1359 0.4886 -1.1059 -0.182
H 18.388005 21.025351 13.386214 -0.0501 -0.1712 -0.0598 0.113
H 11.975056 18.592354 13.957241 -0.0280 -0.4067 1.3082 0.132
H 10.028144 12.149463 13.371079 -0.1324 0.0053 -0.2465 0.066
O 17.771591 14.295987 12.577120 -1.1015 0.0918 0.2175 0.023
C 18.651850 16.567041 18.207960 -0.1764 0.2078 -0.7820 -0.044
H 14.284448 10.409821 7.688036 -0.4352 -0.2975 -0.0682 0.095
H 8.797001 13.433811 13.486399 -0.0520 -0.0939 -0.3074 0.093
C 20.912985 13.269517 17.921171 -0.8954 -0.7846 0.2994 -0.004
F 15.675591 14.151794 16.166480 0.5660 1.0609 0.0720 0.222
C 16.395820 13.814100 12.871439 1.2466 0.4987 1.2813 -0.188
C 13.441907 9.786552 8.038535 0.1677 -0.2486 -1.1030 -0.059
H 14.819096 8.425288 9.029412 0.0310 0.0209 -0.2957 0.128
O 9.769470 8.468014 11.344112 -0.0128 -0.6356 0.2956 0.079
O 11.587274 11.198673 19.810256 -1.6994 -1.4653 0.8236 0.058
H 15.643939 9.963708 19.238023 -0.8038 0.6356 0.0573 0.105
C 12.790582 11.519411 19.428001 -1.1143 -1.2268 1.8128 -0.642
H 10.375959 14.737018 14.969288 -0.1480 0.1714 -0.5585 0.120
O 12.788831 17.035711 15.343860 -2.1248 0.4016 -0.5449 0.063
H 16.885845 16.494559 11.918459 -0.0820 0.4361 0.1658 0.110
C 18.778196 13.668808 16.109081 0.5633 -0.6169 1.1482 -0.051
O 18.302524 11.471843 19.486139 0.8739 0.3712 0.8354 0.067
C 17.833786 17.624903 13.481516 0.7809 0.9570 0.6221 -0.049
C 19.610789 7.936019 17.038924 -0.9353 -0.1460 0.6554 0.004
H 7.875531 11.366134 9.814030 -0.1332 0.1124 0.0318 0.125
H 18.052075 13.728159 15.315589 -0.3552 0.1959 0.2271 0.092
H 11.542790 9.873171 11.307594 0.1430 0.1903 -0.2618 0.121
B 14.428066 13.678072 16.062213 -0.7044 -0.4856 0.7583 -1.144
H 11.438991 10.368109 14.017292 -0.1560 -0.0626 -0.0327 0.098
O 9.065800 14.803839 20.961848 3.1584 -0.7701 -1.1027 0.140
C 8.164678 11.944809 17.358506 2.1020 -0.4819 0.7078 0.068
C 10.311919 14.799072 20.294897 0.2821 -0.4274 0.9342 -0.575
H 10.456091 7.172144 17.623369 -0.2536 -0.1592 -0.0274 0.133
O 11.314254 14.083768 20.633803 -2.6718 0.0229 0.6345 -0.036
C 9.642971 8.185128 15.874558 -0.8543 0.4978 -0.4668 -0.046
C 20.051820 14.170438 15.903055 -0.1291 -0.1117 -1.9252 -0.087
F 11.715867 18.041164 21.620817 -1.1829 0.6572 0.1296 0.218
H 7.777580 11.388735 18.196982 -0.3441 0.1800 0.2054 0.088
F 15.630427 15.118816 21.359712 0.1966 1.3231 0.4862 0.217
C 13.904421 8.989129 9.203911 0.2710 -0.4175 0.4645 -0.217
F 13.597443 13.931234 20.970195 -0.7776 1.0242 0.8561 0.028
H 15.702848 14.497863 10.990673 -0.2895 -0.2671 0.0677 0.085
O 11.127974 13.823091 17.362013 0.3906 -0.2046 -0.3571 0.062
B 12.695603 17.601863 20.815285 -1.3643 -2.0504 0.3094 -1.337
H 14.389791 18.488266 13.590075 -0.4518 -0.2741 0.1725 0.077
H 14.614021 13.445529 11.988193 -0.2429 0.0085 -0.4134 0.087
C 9.511859 12.769773 9.766746 0.8753 1.2548 -0.6996 -0.068
C 18.562409 12.936562 17.292022 -0.1252 0.3327 -0.9289 -0.008
O 12.571694 7.189293 18.436554 -0.9452 -0.9201 1.6616 0.103
C 17.135634 17.471428 12.330768 -0.3387 -0.3048 -0.1069 -0.021
H 7.525241 12.703684 16.946008 -0.2198 0.3425 0.1869 0.091
H 16.759864 9.688419 16.894927 0.0618 0.3014 -0.1818 0.092
C 10.174085 13.141816 17.039971 0.9448 1.7067 0.4929 -0.630
C 11.180997 9.640474 14.781791 2.0737 0.9881 -0.0931 -0.042
O 11.906412 16.350553 17.277902 -0.0363 -0.2781 -0.8512 -0.001
O 15.378158 17.353216 10.314114 0.4210 0.9672 -0.0225 0.049
C 15.632604 13.610447 11.635662 -0.4509 0.3865 -0.6853 -0.048
H 11.456406 9.925616 21.508198 0.5818 0.0003 -0.1289 0.135
H 13.178557 8.262794 9.591024 -0.1117 0.2571 -0.0819 0.137

3.
15
Properties=species:S:1:pos:R:3:forces:R:3:nbo_charge:R:1 method="wB97M-V/def2-TZVPD" gap_ha="0.3149 / 0.3148" homo_energy_ev="-8.293 / -8.293" total_charge=0 smiles="C=C(/C=N/C)C(=O)O"
N -1.338451 -0.279312 0.263282 -1.8428 1.5785 0.4404 -0.314
H -2.857714 0.137451 -1.074647 0.0606 0.0019 0.0359 0.213
C 0.622361 -0.613222 0.113659 6.4320 0.9634 2.3596 -0.101
H 2.661230 1.918373 -0.558733 -0.0366 -0.2856 0.1299 0.501
H -0.144542 1.296267 1.058633 -0.0645 -0.0608 0.1946 0.190
H -2.142054 1.588928 -0.324762 -0.1508 -0.0886 0.1279 0.184
C -0.298468 0.244700 0.815668 -2.7290 -1.5502 -3.2227 0.033
H -3.217077 0.485685 0.608612 -0.2688 0.1922 -0.0491 0.215
C 1.954275 0.240008 -0.013572 0.3107 -1.8589 0.0610 0.761
O 3.040300 -0.201757 0.253952 0.1318 0.2205 -0.0971 -0.593
C -2.439648 0.546985 -0.154773 -0.5899 0.2065 0.6648 -0.457
C 0.757692 -1.936278 -0.063472 -0.6431 0.5511 -0.8524 -0.374
H 1.727002 -2.396101 -0.163929 0.1777 0.2897 -0.5800 0.224
O 1.791249 1.493922 -0.476733 -0.5857 0.1738 -0.0743 -0.699
H -0.116155 -2.525648 -0.283186 -0.2016 -0.3337 0.8615 0.215

Q: Which DFT total energy values were calculated for the entries above? A: -3144.77384; -6067.82160; -399.83807, in hartree.